1.
Formula: C31H36Cl4InNO2P2S
Source: the OMol25 dataset
Level of theory: wB97M-V/def2-TZVPD

Structure (XYZ):
```
78
Properties=species:S:1:pos:R:3:forces:R:3:lowdin_spin:R:1
In -0.2346 -1.2086 -0.8583 -1.1 1.9 -1.1 0.066
Cl -5.6977 -0.9762 -5.0295 -1.1 -0.1 -0.4 0.000
Cl -0.6507 0.5416 -5.5439 1.1 0.2 -0.9 0.000
Cl -5.2026 -1.3155 -1.9910 -1.5 -0.3 1.3 0.000
Cl -3.4112 -0.4194 -6.9601 0.2 0.4 -0.3 0.000
S 0.6109 -4.3344 0.7120 -0.1 1.4 -0.6 0.329
P 2.3209 -0.4090 -1.0921 -0.4 -0.5 0.5 0.001
P -1.3218 -0.6082 2.4402 2.1 -0.8 1.2 0.010
O -0.3407 -0.9966 -3.0225 0.9 0.3 0.8 0.005
O -2.3942 -1.2579 -1.2576 1.0 -0.3 0.7 -0.001
N -0.4012 0.8485 -0.0003 2.3 -0.6 -0.5 0.007
C -1.8348 -0.3687 -4.7615 1.0 -0.9 2.3 0.000
C -4.2876 1.9211 1.3438 1.2 -0.5 1.1 0.001
C 0.0160 -0.1778 5.1135 -0.2 0.2 -0.8 0.000
C -2.1635 0.7110 1.6274 -1.0 0.9 0.0 0.000
C 4.6259 -0.9836 -2.8536 -0.8 -0.5 -0.8 0.000
C -3.4153 1.0597 2.1290 -1.4 1.6 -1.2 0.000
C 4.6054 0.2942 0.3931 -1.1 0.1 0.8 0.000
C -3.7502 2.4746 0.2020 0.8 0.6 -1.8 0.000
C 0.3249 -2.9625 -0.0325 0.3 -3.2 1.3 0.571
C 0.6047 1.7145 -0.2861 0.7 0.3 -0.7 0.000
C 0.4872 3.1103 0.0185 1.2 -0.7 -1.4 0.000
C -2.7016 -1.5641 3.2400 0.7 -0.9 0.9 0.001
C 1.8330 1.3344 -0.9211 2.4 1.1 -0.9 0.000
C -0.5988 0.4915 3.8720 -1.0 0.0 -0.5 0.003
C 2.7814 2.3654 -1.3977 -1.9 -0.5 1.0 0.000
C -1.5591 -0.8609 -3.4565 -0.6 0.5 -0.2 0.000
C -2.6337 -1.0738 -2.5217 -0.4 -0.1 -1.1 0.000
C 2.4727 3.7080 -1.2369 0.9 0.0 -0.4 0.000
C -2.4057 2.1824 -0.2369 -1.4 1.0 0.6 0.001
C -3.9388 -1.0737 -3.0371 2.2 0.7 -1.1 0.000
C 4.2081 -2.2500 0.1675 0.7 1.4 0.6 0.000
C -4.1300 -0.8162 -4.3973 0.5 -0.3 -0.2 0.000
C 2.5625 0.1009 -3.8381 0.4 -0.2 1.7 0.000
C 0.3885 1.5534 3.3558 -1.5 1.6 1.1 0.000
C -1.5892 1.3200 0.4683 -2.7 -0.8 0.8 0.000
C 3.0772 -0.8722 -2.7501 0.1 0.0 -0.1 0.000
C 3.5682 -0.8339 0.3104 -0.4 -0.1 -1.7 0.000
C -3.0791 -0.5132 -5.2658 -2.5 -0.2 0.0 0.000
C -3.6005 -2.1153 2.1285 0.5 -1.3 1.4 0.000
C -2.1578 -2.8203 4.0523 -0.8 0.3 -0.1 0.002
C 1.3232 4.0657 -0.5094 0.1 0.3 0.8 0.000
H 1.4922 0.0731 -3.9357 -0.4 0.3 0.2 0.000
H 5.3344 0.0433 1.1469 0.5 0.0 0.4 0.000
H -3.7601 0.7148 3.1242 0.2 0.1 -1.0 0.000
H 3.1933 4.4578 -1.6230 -0.7 -0.4 0.3 0.000
H 0.0332 -1.2394 5.0285 0.0 -1.0 -0.1 0.000
H 4.0892 1.2239 0.7208 0.5 -0.4 -0.5 0.000
H 5.1645 -2.1652 -0.4034 -0.8 -0.4 0.5 0.000
H 4.4012 -2.5664 1.2093 0.3 -0.1 -0.5 0.000
H 4.9362 -1.9258 -2.3852 0.3 0.7 0.3 0.000
H 3.5295 -2.9630 -0.2555 -0.3 -0.4 -0.4 0.000
H -1.9680 2.6943 -1.0927 -0.4 -0.2 -0.1 0.000
H 5.1071 -0.0675 -2.4893 0.2 -0.5 -0.1 0.000
H 4.8696 -1.1505 -3.9326 -0.1 0.5 0.7 0.000
H 0.4617 2.3027 4.2245 0.3 -0.9 -1.2 0.000
H 3.7293 2.1196 -1.8987 -0.6 -0.2 0.4 0.000
H 1.3806 1.1979 3.1158 0.2 -0.3 -0.1 0.000
H -0.0402 2.1259 2.5120 0.4 -0.4 0.3 0.000
H 2.9555 1.0884 -3.5624 -0.4 -0.1 -0.5 0.000
H -0.6015 0.0576 5.9649 0.1 0.2 0.6 0.000
H -3.1186 -2.8854 1.5359 0.5 0.1 -0.2 0.000
H 1.0552 0.1385 5.2307 -0.2 0.1 0.3 0.000
H -4.3658 3.1646 -0.4634 0.8 -1.0 1.0 0.000
H 2.6824 -1.9044 -2.8834 0.0 0.7 -0.2 0.001
H -3.2644 -0.8840 3.9120 0.2 -0.7 -0.2 0.000
H -1.4153 -3.4034 3.5173 0.3 0.3 -0.4 0.003
H -5.3073 2.2078 1.6455 0.6 -0.4 0.0 0.000
H 1.1222 5.1172 -0.2318 0.2 -0.6 -0.4 0.000
H -4.4263 -2.6562 2.5844 -0.4 0.2 0.1 0.000
H -1.5652 1.0051 4.1572 1.1 -0.2 0.0 0.000
H -3.9317 -1.3609 1.4964 -0.8 1.2 -1.3 0.000
H -0.3374 3.3523 0.5995 -1.3 0.9 0.9 0.000
H 5.1212 0.4278 -0.5586 -0.1 0.1 0.2 0.000
H -2.9757 -3.5372 4.2064 -0.2 0.3 -0.1 0.000
H 2.9878 -0.2041 -4.7525 0.5 -0.3 -1.3 0.000
H 2.8971 -0.9321 1.1612 0.1 0.6 0.3 0.000
H -1.7756 -2.6524 5.0584 0.1 0.5 -0.1 0.000
```
Forces are in eV/Å.

Properties
**Lowest unoccupied orbital energy (alpha / beta)**: 0.084 / 0.087 Eh
**HOMO-LUMO gap (alpha / beta)**: 6.30 / 6.40 eV
**2S+1**: 2
**Total charge**: -1
**E_HOMO (alpha / beta)**: -4.03 / -4.04 eV
**Expectation value of S²**: 0.756

2.
Formula: C21H17N5S2TeV
Source: the OMol25 dataset
Level of theory: wB97M-V/def2-TZVPD

Structure (XYZ):
```
47
Properties=species:S:1:pos:R:3:forces:R:3:lowdin_spin:R:1
Te 0.3614 -2.5742 -2.5195 0.0 0.0 0.0 -0.017
V 0.3302 -0.2229 -0.6675 -0.1 0.6 -0.1 0.897
S -3.9232 1.5331 -0.6882 0.0 -0.1 0.0 0.017
S 0.9180 -0.2586 -3.0832 0.0 0.0 0.2 -0.001
N 0.6041 -0.8435 1.2596 -0.1 0.0 0.0 -0.005
N 3.1718 -0.1808 -1.5924 0.0 0.0 0.0 0.008
N -1.7754 0.0167 -0.5756 0.5 0.4 0.0 0.028
N 2.3049 -0.4042 -0.5672 -0.1 0.0 -0.1 -0.016
N 3.4811 0.1439 -3.8808 0.0 0.0 0.0 -0.005
C -5.2932 -0.9126 -0.3534 -0.1 -0.1 0.0 0.001
C -2.8034 -2.2035 -0.2537 0.0 0.1 0.0 0.007
C -4.1192 -0.1919 -0.4794 0.1 0.1 0.0 0.003
C -1.4543 3.7117 -0.6994 0.1 0.1 0.0 0.012
C 2.2618 -1.4286 2.9804 0.0 0.0 0.0 -0.003
C -0.3367 -1.0389 2.2069 0.1 0.0 0.0 0.006
C 0.9141 4.1404 -0.5572 0.3 -0.4 0.0 0.018
C -5.2245 -2.2913 -0.1757 0.1 0.1 0.0 0.006
C 1.2740 -1.6349 3.8805 0.0 0.0 0.0 0.001
C 2.6525 -0.0884 -2.7533 0.0 0.0 0.0 -0.012
C 0.1515 1.8087 -0.5968 -0.2 -0.8 0.0 0.010
C -0.0918 -1.4258 3.4941 0.0 0.0 0.0 -0.009
C 1.9629 -1.0028 1.6337 0.1 0.0 -0.1 -0.003
C -3.9819 -2.9204 -0.1233 0.0 0.0 0.0 0.000
C 1.1685 2.7775 -0.5340 0.2 0.6 0.1 -0.003
C -2.8549 -0.8187 -0.4442 -0.3 -0.2 0.1 0.002
C 4.3607 -0.8749 0.8218 0.0 0.0 0.0 0.001
C -0.4134 4.6055 -0.6471 -0.4 0.0 0.0 -0.001
C -1.1915 2.3178 -0.6629 -0.1 -0.1 0.0 0.011
C -2.1694 1.3188 -0.6558 0.1 -0.1 0.0 0.045
C 2.8772 -0.7511 0.6549 0.0 0.0 0.1 0.003
H -0.9113 -1.5670 4.1859 0.0 0.0 0.0 -0.001
H 4.8733 -0.2222 0.1160 0.0 0.0 0.0 0.000
H 4.3384 0.5900 -3.5796 0.0 0.0 0.0 0.000
H 3.2972 -1.5894 3.2568 0.0 0.0 0.0 0.000
H 2.2001 2.4388 -0.4707 0.0 0.0 0.0 -0.001
H -2.4786 4.0712 -0.7607 0.0 0.0 0.0 0.001
H 4.7252 -1.8942 0.6350 0.0 0.0 0.0 0.000
H -3.9320 -3.9937 0.0219 0.0 0.0 0.0 0.000
H 1.7327 4.8527 -0.5099 0.0 0.0 0.0 0.002
H 1.5151 -1.9583 4.8887 0.0 0.0 0.0 0.000
H 3.0082 0.7199 -4.5636 0.0 0.0 0.0 -0.001
H -1.3558 -0.8661 1.8766 0.0 0.0 0.0 0.001
H 4.6646 -0.5935 1.8327 0.0 0.0 0.0 0.000
H -1.8371 -2.6890 -0.2192 0.0 0.0 0.0 0.001
H -6.2522 -0.4077 -0.3869 0.0 0.0 0.0 0.000
H -0.6142 5.6727 -0.6702 0.0 0.0 0.0 -0.001
H -6.1353 -2.8698 -0.0736 0.0 0.0 0.0 0.001
```
Forces are in eV/Å.

Properties
**Lowest unoccupied orbital energy (alpha / beta)**: 0.164 / 0.164 Eh
**HOMO-LUMO gap (alpha / beta)**: 3.70 / 3.75 eV
**2S+1**: 2
**Total charge**: -2
**E_HOMO (alpha / beta)**: 0.76 / 0.71 eV
**Expectation value of S²**: 0.793

3.
Formula: C3H10N2O
Source: the OMol25 dataset
Level of theory: wB97M-V/def2-TZVPD

Structure (XYZ):
```
16
Properties=species:S:1:pos:R:3:forces:R:3:nbo_charge:R:1
O 1.2183 0.6747 1.5606 -0.1 0.4 -0.1 -0.727
N -1.8300 0.5012 -0.5209 0.4 0.2 -0.3 -0.861
N 1.5141 -1.2253 -0.4687 -0.5 -0.3 0.8 -0.849
C -0.6421 0.0163 0.1436 0.1 -1.0 -0.3 -0.082
C 0.1560 -0.7940 -0.8927 1.0 0.4 -0.3 -0.217
C 0.1307 1.1599 0.7674 0.1 -0.2 0.5 -0.069
H -0.5216 1.7196 1.4491 0.0 0.0 -0.2 0.175
H 1.6114 -2.2027 -0.7118 0.2 0.0 -0.4 0.350
H -0.8782 -0.6952 0.9442 -0.1 0.2 0.3 0.167
H -0.4053 -1.6774 -1.1973 -0.4 0.2 -0.1 0.174
H -2.0719 1.4571 -0.3328 -0.3 -0.1 0.2 0.371
H -2.5937 -0.1452 -0.5624 -0.3 0.1 0.2 0.375
H 1.4831 -1.2780 0.5456 0.2 0.2 0.1 0.360
H 2.0151 0.8089 1.0377 0.1 -0.2 0.1 0.479
H 0.5070 1.8255 -0.0016 0.0 0.3 -0.2 0.171
H 0.3071 -0.1454 -1.7599 -0.3 -0.1 -0.1 0.183
```
Forces are in eV/Å.

Properties
**Lowest unoccupied orbital energy**: 0.039 Eh
**HOMO-LUMO gap**: 10.17 eV
**Total charge**: 0
**E_HOMO**: -9.12 eV
**Structure (SMILES)**: NC[C@H](N)CO

4.
Formula: C8H28N2O5
Source: the OMol25 dataset
Level of theory: wB97M-V/def2-TZVPD

Structure (XYZ):
```
43
Properties=species:S:1:pos:R:3:forces:R:3:nbo_charge:R:1
O 3.5335 -1.4396 2.0280 1.8 0.1 0.5 -0.563
O -0.7476 5.0237 1.8158 -0.1 -0.3 0.0 -0.945
O -4.7833 2.3394 4.7906 -0.2 0.0 0.0 -0.941
O -1.6362 1.5012 2.4829 0.0 -0.1 0.3 -0.956
O -0.3195 0.0120 -2.9856 0.7 -2.7 -0.7 -0.541
N -2.8999 -0.0877 -1.5280 1.3 -1.1 2.0 -0.858
N 3.4841 -2.1657 -0.6878 1.2 1.9 -1.4 -0.820
C 3.8060 -4.2129 0.5692 -0.5 0.8 -0.2 -0.619
C -0.4398 -0.7270 -4.2671 0.0 1.3 0.4 -0.261
C 2.4139 -2.0369 1.4744 -0.3 -1.1 0.0 -0.075
C 3.3476 -0.7741 3.2440 0.9 0.7 0.8 -0.258
C -1.0733 1.1387 -2.8072 -2.4 1.2 0.3 -0.051
C -3.4349 2.0500 -2.1038 -0.2 1.5 -0.6 -0.609
C -2.5990 0.8920 -2.5224 -0.8 -1.1 -1.7 -0.081
C 2.8510 -2.9685 0.2565 -0.6 -1.4 2.4 -0.050
H -1.4756 2.4272 2.3011 0.1 0.4 -0.1 0.478
H -2.9924 2.4740 -1.2024 -0.3 0.4 0.0 0.209
H 4.0832 0.0263 3.3239 0.3 0.0 -0.4 0.185
H 3.5832 -1.3906 4.1115 -0.3 -0.5 0.0 0.171
H 0.0872 -1.6810 -4.2821 0.3 0.3 0.8 0.203
H -3.8831 -0.3166 -1.4983 0.1 0.0 -0.1 0.363
H 2.4152 -0.2445 3.4393 -0.6 -0.4 -0.6 0.178
H 2.8476 -1.4543 -1.0180 -0.7 -0.2 -0.6 0.347
H -3.6094 2.7724 -2.9012 0.7 0.5 0.0 0.207
H -0.7805 1.7421 -1.9480 0.9 -0.5 0.4 0.183
H -0.8556 5.7148 2.4691 -0.1 0.1 0.2 0.472
H -4.5734 2.9340 5.5107 0.0 0.1 0.2 0.463
H -0.1373 5.3911 1.1764 0.2 0.0 -0.2 0.473
H -3.0692 0.4552 -3.4034 0.3 0.5 -1.1 0.147
H 1.8804 -2.5846 2.2511 -0.3 -0.3 0.0 0.162
H -2.3372 -0.9234 -1.5988 -0.1 -0.1 -0.1 0.367
H 1.8499 -1.1394 1.2205 -1.1 -0.6 -1.0 0.168
H -1.4536 -0.9648 -4.5891 -0.3 0.3 0.5 0.176
H 4.0518 -4.6990 -0.3749 -0.6 0.0 -0.2 0.218
H -4.4757 1.7836 -1.9198 0.1 -0.6 0.5 0.212
H -1.9244 1.1387 1.6452 -0.1 -0.2 -0.3 0.476
H 1.9553 -3.4240 -0.1657 -0.2 0.1 0.1 0.183
H 0.0052 -0.1112 -5.0487 0.0 0.1 -0.1 0.176
H 4.0307 -1.5466 -0.1063 1.2 0.0 -0.1 0.355
H -0.9427 1.8241 -3.6447 -0.4 0.1 -0.4 0.163
H 4.8181 -3.9839 0.9028 -0.2 0.6 0.6 0.212
H 3.3436 -4.9446 1.2317 0.0 0.1 0.1 0.202
H -3.9441 2.1801 4.3586 0.3 -0.2 -0.2 0.477
```
Forces are in eV/Å.

Properties
**Lowest unoccupied orbital energy**: 0.016 Eh
**HOMO-LUMO gap**: 9.35 eV
**Total charge**: 0
**E_HOMO**: -8.92 eV
**Structure (SMILES)**: COC[C@H](C)N.COC[C@H](C)N.O.O.O

For reference, energy above the lowest of the compared OMol25 structures with the same formula, charge and spin by record: 1.134 1.232 1.232 2.225 eV.
For reference, DFT total energy by record: -122992.3409 -84155.0412 -8300.2718 -21965.1570 eV.